Below is a 13-piece molecular cluster, C44H92BCl24NO4S overall, with properties calculated with ωB97M-V/def2-TZVPD.

```
167
Properties=species:S:1:pos:R:3:forces:R:3
C 4.0237 2.8914 4.4533 0.2198 0.1619 -0.0098
C 4.6742 3.8652 3.4551 -0.5530 -0.1838 0.1472
C 4.5624 3.4183 2.0003 0.2341 -0.0968 0.3147
C 4.9324 1.9494 1.7732 -0.2579 0.0681 -0.6306
C 5.6407 1.6551 0.4315 0.0239 -0.4291 0.5153
C 4.8966 0.6955 -0.5071 0.1904 0.1143 -0.3881
C 4.1652 1.3360 -1.6910 -0.1804 -0.1739 0.3804
C 2.7185 1.7559 -1.4101 0.1805 -0.0611 -0.6370
C 1.6767 0.7122 -1.7987 -0.4515 0.2408 0.7073
C 1.5581 -0.4516 -0.7956 -0.2638 0.0929 -0.8399
C 0.1264 -1.0161 -0.6876 0.0131 0.1576 0.0182
C -0.5731 -0.7063 0.6484 0.5244 -0.3157 0.0116
C -1.4773 -1.8313 1.1565 -0.3455 0.3292 -0.2219
C -2.9486 -1.6896 0.7753 0.0144 -0.2040 0.0877
C -3.7066 -0.6507 1.5855 -0.4376 -0.2373 -0.1655
C -5.2184 -0.7312 1.3566 -0.1195 0.5156 -0.0141
C -6.0261 -0.1643 2.5238 0.3468 -0.5992 0.1082
C -7.5191 -0.4415 2.4385 -0.1933 0.3960 0.1745
C -8.2911 0.6270 1.6753 -0.4859 -0.1701 0.1191
C -9.7621 0.2459 1.5461 0.4631 -0.3471 0.0576
O -10.3643 0.8069 0.3669 0.0135 -0.0524 0.3067
S -11.2053 2.1661 0.6178 0.2548 -0.1787 -0.6176
O -12.1759 1.8979 1.6418 -0.2544 -0.0106 0.4685
O -11.9725 1.9483 -0.7989 -0.0733 0.4651 0.4339
B -12.4352 3.0821 -1.4613 -0.4335 0.0224 -0.3610
N -13.8079 3.0571 -1.9843 0.5363 0.1762 -0.2391
O -11.5947 4.1573 -1.6127 0.3412 -0.4834 0.1621
H 4.7777 2.2515 4.9071 -0.0241 -0.2162 0.0126
H 3.2845 2.2502 3.9791 -0.1152 -0.0456 -0.0544
H 3.5335 3.4333 5.2595 -0.0507 0.0188 0.1093
H 4.1663 4.8233 3.5430 0.1468 0.1931 0.0063
H 5.7164 4.0088 3.7370 0.1327 0.0968 -0.0514
H 3.5372 3.5810 1.6766 -0.1588 0.1076 -0.1625
H 5.1911 4.0760 1.3996 0.0529 0.0207 -0.1331
H 5.5301 1.5538 2.5889 0.0003 0.1735 0.0511
H 4.0142 1.3618 1.7662 -0.1134 -0.0901 0.2261
H 5.8968 2.5841 -0.0741 -0.0155 0.1028 -0.1718
H 6.5830 1.1645 0.6789 0.1924 0.1217 -0.0291
H 5.6207 -0.0092 -0.9178 0.0820 -0.0804 -0.0181
H 4.1912 0.0957 0.0666 -0.0168 -0.1245 0.0925
H 4.7310 2.1879 -2.0607 0.1600 0.1253 0.0738
H 4.1716 0.6108 -2.5026 -0.1640 0.0693 -0.1178
H 2.5174 2.6570 -1.9936 -0.1098 0.1275 0.0329
H 2.5479 2.0234 -0.3680 0.2897 0.0033 0.0301
H 0.7088 1.2217 -1.8058 -0.1061 0.0714 -0.0299
H 1.8227 0.3395 -2.8100 0.1923 -0.0324 -0.0992
H 1.8984 -0.0880 0.1716 0.0934 -0.2014 0.1966
H 2.2032 -1.2559 -1.1472 0.3246 -0.0392 0.3311
H 0.1606 -2.0962 -0.8381 -0.0500 -0.1159 0.0868
H -0.4607 -0.6120 -1.5122 -0.1118 -0.0701 -0.1221
H 0.2165 -0.5556 1.3851 0.0335 0.0770 0.1202
H -1.1098 0.2395 0.5806 -0.0998 0.0985 0.0372
H -1.4225 -1.8842 2.2448 0.0164 -0.0494 0.1118
H -1.1181 -2.7857 0.7706 0.1552 -0.0750 0.0394
H -3.0691 -1.5284 -0.2981 0.0666 0.1410 -0.1016
H -3.4360 -2.6394 0.9854 -0.0988 -0.2846 -0.0526
H -3.5316 -0.8763 2.6393 0.1889 0.1960 0.1429
H -3.3703 0.3619 1.3676 0.1846 0.1083 0.1628
H -5.4806 -0.1708 0.4561 -0.0166 -0.1381 -0.2027
H -5.5259 -1.7657 1.1977 0.0498 -0.1326 -0.0238
H -5.8290 0.8986 2.6268 -0.0440 0.3075 0.0121
H -5.6355 -0.6258 3.4338 0.0070 -0.0297 0.0976
H -7.9305 -0.4805 3.4499 -0.0466 -0.0546 0.0784
H -7.7154 -1.4207 1.9999 0.1285 -0.1154 -0.0995
H -7.9033 0.7740 0.6696 0.2044 0.0696 -0.0434
H -8.2316 1.5560 2.2426 0.2202 0.2530 -0.2339
H -9.8465 -0.8334 1.4408 -0.1042 -0.0838 -0.1983
H -10.3187 0.5086 2.4425 -0.1994 0.1254 -0.0111
H -13.7391 2.9038 -2.9886 -0.3986 -0.2270 0.0429
H -14.1977 3.9908 -1.8997 -0.0797 0.0372 -0.0502
H -11.6806 4.5082 -2.5047 -0.1753 0.4897 0.0254
Cl -11.2736 5.1197 -4.9093 -0.0085 0.0552 0.0011
C -10.4732 3.7009 -5.6411 0.1166 -0.0628 -0.0318
C -11.4727 2.7065 -6.1704 -0.0001 0.0366 -0.0206
Cl -12.3932 1.9518 -4.8448 0.0179 -0.1812 -0.1034
H -9.8364 3.2553 -4.8814 -0.0310 0.0081 0.0403
H -9.8486 4.0657 -6.4540 -0.0421 0.0632 -0.0114
H -10.9532 1.9103 -6.6999 0.0207 -0.0266 0.0502
H -12.1854 3.1718 -6.8456 -0.0210 0.0351 0.0294
Cl 6.9931 1.9625 -3.8689 -0.0206 -0.0145 0.0322
C 7.0974 0.7606 -5.1774 0.0916 -0.0093 -0.0604
C 5.7963 0.0524 -5.4519 0.0014 0.0226 0.0209
Cl 5.3066 -1.0388 -4.1305 0.1391 -0.0733 -0.0628
H 7.8764 0.0516 -4.9091 -0.0091 -0.0108 0.0385
H 7.4047 1.2979 -6.0733 -0.0157 0.0011 -0.0139
H 5.9214 -0.5649 -6.3371 -0.0174 -0.0396 -0.0343
H 4.9813 0.7524 -5.6221 0.0103 0.0289 0.0631
Cl 5.4399 7.3933 3.5777 0.0934 0.0544 0.0182
C 4.4724 8.6874 2.8329 -0.0006 0.0443 0.0010
C 3.0421 8.2583 2.6290 -0.0810 0.0513 -0.0202
Cl 2.8971 6.9732 1.4014 -0.0329 -0.0330 0.0156
H 4.9440 8.9583 1.8920 0.0009 -0.0491 -0.0250
H 4.5041 9.5458 3.5018 -0.0163 -0.0168 0.0326
H 2.4517 9.1050 2.2827 0.0151 0.0040 -0.0299
H 2.6103 7.8807 3.5523 0.0150 -0.0416 0.0014
Cl 7.7863 0.7230 3.3900 0.2312 0.0349 0.1200
C 7.3607 -0.1582 4.8826 -0.0118 -0.0701 0.0174
C 6.5976 -1.4172 4.5606 0.0006 -0.0584 0.1008
Cl 4.9733 -1.0316 3.9235 -0.0466 0.0563 0.1489
H 6.7744 0.5058 5.5132 -0.0098 0.0537 -0.0573
H 8.2914 -0.3964 5.3943 0.0093 -0.0626 -0.0457
H 6.4339 -2.0125 5.4562 0.1001 0.1091 -0.0302
H 7.1206 -2.0223 3.8239 -0.0895 0.0138 -0.1077
Cl 5.7231 -2.8580 1.4230 0.0097 -0.0438 -0.1332
C 6.2230 -4.3722 0.6340 -0.0130 -0.0126 -0.1222
C 6.3871 -5.4860 1.6338 0.0741 -0.0365 0.0192
Cl 7.7733 -5.2075 2.7262 0.0211 0.0325 0.0517
H 7.1476 -4.1843 0.0938 0.0285 0.0234 0.0384
H 5.4454 -4.6373 -0.0818 -0.0288 -0.0360 0.0376
H 6.5753 -6.4236 1.1143 0.2187 0.3170 0.2045
H 5.4987 -5.5961 2.2500 0.0076 0.0153 0.0288
Cl 0.8256 3.6080 0.6287 -0.1917 0.1032 0.1153
C -0.1737 4.8576 -0.1531 0.1185 0.0954 -0.0658
C -1.6134 4.4445 -0.2768 -0.0755 0.0371 -0.0010
Cl -1.8488 3.0960 -1.4263 0.0238 -0.0185 0.0280
H 0.2706 5.0695 -1.1231 -0.0026 -0.0544 -0.0160
H -0.1082 5.7512 0.4650 -0.0031 -0.0006 0.0574
H -2.2009 5.2835 -0.6480 0.0133 -0.0052 -0.0388
H -2.0154 4.1340 0.6815 0.0749 -0.0496 -0.0345
Cl 3.8959 -2.1330 -7.2720 -0.0377 -0.1031 -0.1209
C 4.0873 -3.8552 -7.7004 0.1319 0.0468 -0.1536
C 3.3655 -4.7774 -6.7582 -0.0675 -0.1513 0.0080
Cl 4.0865 -4.7820 -5.1304 0.0602 -0.0218 0.0176
H 5.1528 -4.0676 -7.7178 0.0219 0.0117 0.0339
H 3.6898 -3.9783 -8.7064 -0.0394 0.0043 0.0074
H 3.4257 -5.7960 -7.1387 0.0429 0.0012 -0.0136
H 2.3208 -4.5024 -6.6516 -0.0192 0.0631 0.0538
Cl -3.3451 -6.5582 -0.5258 -0.0402 0.0459 -0.0011
C -1.9116 -7.6128 -0.5000 0.0143 -0.0701 0.0552
C -0.6544 -6.8845 -0.8973 0.0524 -0.0093 0.0369
Cl -0.6723 -6.4128 -2.6150 -0.0298 0.0135 -0.0788
H -2.1075 -8.4499 -1.1650 -0.0094 0.0170 -0.0338
H -1.8074 -7.9876 0.5167 0.0060 0.0317 0.0189
H 0.2030 -7.5396 -0.7557 0.0184 -0.0020 -0.0176
H -0.5021 -5.9836 -0.3083 -0.0493 0.0193 -0.0159
Cl 2.4998 -4.0929 5.4164 0.0038 -0.0144 -0.0017
C 2.4699 -3.4734 7.0865 -0.0586 -0.0220 0.0237
C 3.5584 -2.4632 7.3367 -0.0462 0.1445 -0.0209
Cl 5.1796 -3.2075 7.2987 -0.0292 -0.0866 0.1291
H 2.5567 -4.3228 7.7589 0.0301 -0.0259 -0.0203
H 1.5000 -3.0026 7.2366 0.0022 0.0283 -0.0199
H 3.4315 -2.0237 8.3244 0.0090 -0.0440 0.0251
H 3.5431 -1.6710 6.5917 0.0398 -0.0414 -0.0562
Cl 2.7956 -6.0550 -1.5752 0.0947 0.0700 0.1011
C 3.5817 -7.5372 -2.1678 -0.0202 0.0076 -0.1442
C 3.9301 -8.4912 -1.0566 -0.0275 -0.1580 -0.0426
Cl 5.2268 -7.8666 -0.0039 -0.3183 -0.2540 -0.2372
H 4.4630 -7.2414 -2.7309 0.0177 0.0306 0.0167
H 2.8789 -8.0169 -2.8480 -0.0153 -0.0056 0.0138
H 4.2903 -9.4268 -1.4803 0.0140 0.0045 -0.0191
H 3.0681 -8.6989 -0.4279 0.0119 0.0387 0.0457
Cl -3.9211 3.7934 2.3417 -0.1318 -0.0823 0.0601
C -3.6090 4.5988 3.9008 -0.0723 -0.0332 0.0869
C -2.6164 5.7220 3.7680 0.0484 0.1172 0.0629
Cl -0.9778 5.1354 3.3813 -0.0270 0.0050 -0.0427
H -3.2633 3.8420 4.6000 0.0443 -0.0237 -0.0360
H -4.5607 4.9938 4.2519 -0.0074 0.0179 -0.0299
H -2.5508 6.2595 4.7125 0.0045 -0.0202 0.0196
H -2.9125 6.4195 2.9887 0.0041 -0.0199 -0.0343
Cl 1.4221 -2.6710 -4.8237 -0.1876 0.0989 0.1487
C -0.3501 -2.5233 -4.9765 -0.0278 -0.0210 0.0127
C -0.7680 -1.1861 -5.5389 -0.0859 -0.0120 -0.0485
Cl -0.4654 0.1587 -4.4096 -0.0288 -0.0666 -0.1000
H -0.7875 -2.7016 -3.9968 0.0480 0.0496 0.0258
H -0.6752 -3.3137 -5.6522 -0.0058 0.0198 -0.0112
H -1.8385 -1.1967 -5.7389 -0.0053 -0.0299 0.0248
H -0.2414 -0.9687 -6.4648 0.0527 0.0163 0.0238
```
Forces are in eV/Å.

The energy relative to the best compared isomer or geometry (same formula, charge and spin) is 0.0921 eV. The calculation puts the lowest unoccupied orbital energy at 0.4 eV. Its multiplicity is 1. As for the maximum force: 0.9 eV/Å.

Here are the Mulliken charges for atoms 1 to 5, given in e: C -0.868; C -0.101; C -0.321; C 1.598; C -1.161